An isolated ion of composition C4H12NOS2 and charge +1 at a distorted geometry, computed with ωB97M-V/def2-TZVPD.

The SMILES is CSSC[C@@H]([NH3+])CO. Its energy above the lowest of the compared OMol25 structures with the same formula, charge and spin is 5.6 kcal per mole. The gap between HOMO and LUMO is 0.33997 Eh. As for the total energy: -1085.730263 a.u. The value obtained for the HOMO energy is -12.41 eV. As for the net charge: +1.

Bonds (Å) are listed after each position.
Atoms and positions in Å:
1 H 0.44 -2.37 -0.37  N6 1.031
2 H 0.54 -1.64 1.12  N6 1.028
3 H 0.44 1.46 -0.48  C16 1.086
4 O 0.10 -1.67 -2.14  H9 0.973, C12 1.431
5 H 1.15 0.17 -2.52  C12 1.094
6 N 1.04 -1.79 0.24  H1 1.031, H2 1.028, C7 1.480, H15 1.023
7 C 1.30 -0.51 -0.46  N6 1.480, H8 1.088, C12 1.530, C16 1.556
8 H 2.33 -0.17 -0.32  C7 1.088
9 H -0.03 -1.88 -3.08  O4 0.973
10 H -0.70 0.06 -0.57  C16 1.096
11 H -3.11 2.77 1.45  C13 1.097
12 C 1.19 -0.77 -1.96  O4 1.431, H5 1.094, C7 1.530, H14 1.083
13 C -2.38 2.47 2.21  H11 1.097, S17 1.808, H18 1.081, H19 1.092
14 H 2.08 -1.25 -2.36  C12 1.083
15 H 1.84 -2.38 0.48  N6 1.023
16 C 0.18 0.49 -0.07  H3 1.086, C7 1.556, H10 1.096, S20 1.817
17 S -2.10 0.71 1.92  C13 1.808, S20 2.032
18 H -2.71 2.68 3.21  C13 1.081
19 H -1.51 3.09 1.97  C13 1.092
20 S -0.08 0.53 1.72  C16 1.817, S17 2.032

Atomic partial charges in e from the Löwdin method, atoms 1 to 2: H 0.1597; H 0.0943

One molecule with the formula C2H3NO2 at a distorted geometry, computed with ωB97M-V/def2-TZVPD.

The SMILES is C=NOC=O. Its energy above the lowest of the compared OMol25 structures with the same formula, charge and spin is 74.0 kcal per mole. The gap between HOMO and LUMO is 0.39552 Eh. As for the total energy: -283.140147 a.u. The value obtained for the HOMO energy is -10.39 eV.

Bonds (Å) are listed after each position.
Atoms and positions in Å:
1 H -1.60 1.50 0.10  C2 1.213
2 C -1.71 0.29 0.11  H1 1.213, O7 1.287, O8 1.199
3 N 0.67 0.33 0.26  C4 1.259, O7 1.545
4 C 1.66 -0.38 -0.05  N3 1.259, H5 1.018, H6 1.069
5 H 1.78 -1.23 -0.59  C4 1.018
6 H 2.64 0.06 -0.08  C4 1.069
7 O -0.64 -0.42 -0.06  C2 1.287, N3 1.545
8 O -2.80 -0.15 0.32  C2 1.199

Atomic partial charges in e from the Löwdin method, atoms 1 to 2: H 0.1721; C -0.4553